No. 1
A single C4H9IN2O molecule, computed with the ωB97M-V functional and the def2-TZVPD basis.

Structure (XYZ):
```
17
Properties=species:S:1:pos:R:3:lowdin_charge:R:1
H -2.19776 0.84746 -3.22519 0.10
N -1.37901 0.53186 -2.64384 0.10
C -0.30905 0.17284 -3.10419 -0.94
I 0.73400 0.79300 -4.85893 0.83
O 0.69403 -0.30122 -2.29416 -0.22
N 0.17821 -0.83390 -1.03946 -0.01
C 0.18505 0.24442 0.03567 -0.48
C 1.60977 0.69882 0.33527 -0.07
C -0.59195 -0.21346 1.22247 -0.08
H -0.84774 -1.15930 -1.12948 0.13
H -0.33707 1.07514 -0.42987 0.11
H 1.66371 1.46326 1.19879 0.10
H 2.11472 -0.15649 0.81471 0.08
H 2.08039 1.13373 -0.59692 0.09
H -1.28510 -1.03359 0.95406 0.07
H -1.20065 0.58681 1.81215 0.12
H 0.11151 -0.63276 1.97739 0.08
```

The calculation puts the total energy at -640.157339 Eh. The SMILES is [H]/N=C(\I)ONC(C)C. Its charge is 0.

No. 2
2 unconnected molecules or ions with the total composition C4H9IN3, computed with the ωB97M-V functional and the def2-TZVPD basis.

Structure (XYZ):
```
17
Properties=species:S:1:pos:R:3:lowdin_charge:R:1
C -0.37474 0.19033 1.73387 0.16
C 1.07682 -1.96630 -0.32345 -0.28
C -0.36376 -2.22978 -0.40226 -0.06
C -0.37451 2.09961 -0.99424 -0.04
N -0.78683 1.13833 1.19663 0.01
N 1.25893 -0.91082 0.35883 -0.59
N -0.71431 2.08523 0.39652 -0.06
I 2.96865 -0.15639 1.00633 0.86
H -0.43873 -0.49185 2.57112 0.13
H 1.86697 -2.44234 -0.79994 0.10
H -0.62783 -2.09414 -1.46789 0.11
H -0.96460 -1.47087 -0.00538 0.03
H -0.63808 -3.15151 0.06002 0.09
H -1.14694 2.61722 -1.55995 0.09
H 0.59864 2.65808 -1.25506 0.12
H -0.21514 1.09922 -1.35929 0.08
H -1.12454 3.02598 0.84413 0.25
```

The calculation puts the total energy at -619.342412 Eh. Its charge is +1.

One value per record, in order, for max |F|: 3.860 6.637 eV/A.
One value per record, in order, for ΔE to the lowest compared entry with this formula, charge and spin: 80.4 560.9 kJ/mol.
One value per record, in order, for LUMO: 0.0085 -0.1471 Eh.